Record 1
Formula: C10H16BCl3F4OPb
Source: OMol25
Level of theory: wB97M-V/def2-TZVPD

XYZ file:
```
36
Properties=species:S:1:pos:R:3:mulliken_charge:R:1
H -0.40415 2.08889 2.18581 0.213
C -0.79716 -1.91765 1.95389 -1.770
Pb 0.44245 0.69764 0.36159 1.400
Cl 5.16546 -1.34483 -0.41735 -0.981
H -0.05991 -1.62787 -3.48852 0.353
H -1.34961 1.52481 -2.75248 0.403
H 0.77351 -3.48955 -1.01273 0.351
H -2.67575 0.36457 -2.76224 0.316
C -2.80327 0.32676 0.90854 -1.796
H -2.99826 1.35834 0.63147 0.421
C 1.16540 -2.63003 -0.46485 -1.605
H -2.64157 0.29507 1.98148 0.361
H 0.28320 0.09951 -3.45088 0.352
Cl 2.28695 -0.37877 1.43438 -0.374
C -0.74285 -1.23559 0.63642 0.707
F 3.39430 3.49864 1.05721 -0.391
C -2.02825 0.96268 -2.11779 -1.882
Cl 2.04132 1.39491 -1.24029 -0.368
C 0.14390 -1.55730 -0.44833 0.696
H 1.42815 -2.95396 0.53454 0.293
C 0.40779 -0.83091 -2.90646 -1.653
H -1.39229 -2.82951 1.87920 0.315
H -1.24497 -1.28192 2.71089 0.349
H -2.64423 1.67585 -1.58375 0.372
F 1.42379 2.24490 1.16345 0.333
C -1.63927 -0.22429 0.16945 0.388
B 2.11562 3.33571 1.72876 0.278
H 1.47097 -1.03878 -2.84649 0.399
H 0.19566 -2.18315 2.30172 0.391
H -3.69700 -0.25927 0.68803 0.301
H 2.07834 -2.30575 -0.95576 0.356
F 1.32562 4.54503 1.56706 -0.439
O 0.14381 1.28870 2.16906 -0.704
F 2.34147 3.08899 3.14363 -0.404
C -0.21331 -0.76615 -1.56396 0.196
C -1.29587 0.06426 -1.19470 0.822
```

Output
LUMO energy, Ha: 0.1602
Net charge: -2
Gap between HOMO and LUMO, eV: 5.232
2S+1: 1
Energy above the lowest of the compared OMol25 structures with the same formula, charge and spin, kJ/mol: 411.85
Highest occupied orbital energy, eV: -0.874

Record 2
Formula: C2H5N3OS
Source: OMol25
Level of theory: wB97M-V/def2-TZVPD

XYZ file:
```
12
Properties=species:S:1:pos:R:3:mulliken_charge:R:1
N 2.63453 -0.03970 -1.11778 -0.456
H 3.59865 -0.03443 -1.01163 0.276
N -0.81586 -1.51893 0.10100 -0.589
S -1.27147 -0.04244 -0.73167 0.521
O -2.73225 0.06385 -0.53967 -0.587
C 1.80272 0.40563 -0.42670 0.402
H -0.63666 0.71173 1.59279 0.295
N 0.97049 0.92050 0.25721 -0.296
H -0.93464 -1.46630 1.11912 0.248
H -1.54944 -2.15294 -0.20887 0.304
H -0.68916 2.06553 0.36499 0.341
C -0.37689 1.08750 0.60122 -0.459
```

Output
LUMO energy, Ha: 0.0309
Gap between HOMO and LUMO, eV: 9.997
2S+1: 1
Energy above the lowest of the compared OMol25 structures with the same formula, charge and spin, kJ/mol: 308.84
Highest occupied orbital energy, eV: -9.157

Record 3
Formula: C34H59AlBBrCaF3ILiN3O12S2
Source: OMol25
Level of theory: wB97M-V/def2-TZVPD

XYZ file:
```
119
Properties=species:S:1:pos:R:3:mulliken_charge:R:1
H -0.82192 1.07513 1.96364 -0.196
H 0.53063 -4.62711 -3.15330 0.379
H 2.81863 0.17392 1.96103 -0.159
H 2.19811 -1.68986 -2.35274 -0.791
H -4.99756 1.33071 -0.55088 0.332
C 4.67795 -0.49369 -2.49879 -1.047
H -2.97622 -0.72120 -1.46318 0.421
O 5.54311 1.72023 5.63756 -0.792
C -1.52636 1.62665 -2.22370 -0.216
C 3.47871 1.68496 -2.46444 -1.333
H -5.61652 -0.48152 0.85147 0.672
H 3.31045 2.61284 -1.88015 -0.164
H 0.11083 4.04200 -2.90496 0.953
C -6.66151 -5.09198 3.39629 -1.180
C 2.39350 -1.49165 -0.23997 0.065
O 5.89823 4.97818 4.24011 -0.846
H 4.92600 -2.02669 -1.00317 0.145
H -0.99911 -0.60119 -2.57574 -0.079
C 5.19378 3.91909 4.71518 -0.158
H 2.48817 -2.23533 0.53496 0.633
C 0.45998 3.17143 -2.40247 -0.577
H -4.85474 -2.67290 5.99403 0.460
H 1.33824 -1.25339 -0.28988 -0.627
C 5.43831 1.30487 -1.18336 0.278
Li 1.23376 -1.29002 -4.53681 0.892
O -2.83424 0.63745 1.71482 -0.165
H 5.75581 -0.47184 -2.56614 0.540
C -0.93982 -0.15310 -3.55726 2.477
O -1.29295 4.59338 1.12745 -0.540
Al -7.81820 -0.94432 -2.18882 0.347
C 5.42637 -0.32519 1.22518 -0.039
N -2.42668 1.27685 -1.27365 0.439
H 1.64776 0.65471 -1.97298 -0.524
O 0.79019 3.70469 0.80926 -0.458
H 4.48190 3.42884 4.04471 -0.298
H -4.05061 -1.02912 0.35530 -0.187
H 2.23961 0.41733 -3.62136 -0.706
C 4.90025 0.71925 2.22304 -0.503
H 3.51820 -0.43701 3.42570 0.475
F -2.49501 5.51615 -3.20955 -0.201
Ca 6.46202 4.76865 6.51971 1.422
O -1.48497 1.14567 -3.48466 -0.612
H 0.74340 -4.18169 -4.80402 0.319
N 4.27835 0.69560 -1.70351 0.932
H -5.54142 0.22846 -1.77538 0.084
C 6.19593 2.73225 5.15637 0.429
C 2.09804 1.17753 -2.81285 2.293
C -5.01055 -3.24981 3.95523 0.117
S 6.47423 0.44700 -0.03928 -0.160
C 2.86173 -2.04959 -1.57298 0.689
C -2.88926 1.90080 1.11354 -1.802
C -0.67916 2.52800 -1.74345 -0.130
C -1.52593 0.29309 2.19877 0.033
Br -6.97402 -3.42556 -3.33463 -0.317
H 4.61731 -0.89968 0.81344 -0.281
H -1.62350 0.15345 3.26406 0.505
S 5.89452 2.78147 -1.60533 -0.289
C -6.97633 -5.15429 4.69899 0.365
C 4.32928 -1.82706 -1.87769 -0.890
H 1.92260 2.95882 -3.91018 0.543
C -4.80141 0.37237 -0.99902 -0.158
O -0.72606 -2.15220 -4.78624 -0.475
C 1.23316 2.29930 -3.40809 -2.065
H 3.76408 4.05256 -1.14483 0.007
H -2.59757 -1.35728 -4.31474 0.418
H 4.53746 4.14240 5.61889 0.254
H 6.94477 3.23595 5.87209 -0.285
H 3.99994 1.93670 -3.38452 0.316
H 0.09900 -0.10808 -3.84322 -1.852
H -0.20194 -1.34671 1.96409 0.579
H 0.58682 1.85320 -4.15134 0.732
I -5.79966 -2.60718 -1.06311 0.325
C -5.67384 -4.13672 2.93840 1.065
H 3.13612 1.28853 3.25904 0.272
H -7.90542 -5.84086 6.14055 0.358
O -5.34489 -4.01114 1.77169 -0.492
H 2.90627 -0.58391 0.01356 -0.454
F -1.19506 5.17030 -2.10062 -0.274
H -2.41872 2.61827 1.77510 0.416
N -1.12591 2.72255 -0.45468 1.138
H 1.20566 3.52899 -1.67594 -0.295
C -5.02605 -0.76358 -0.00735 -1.024
H -0.60884 -5.21047 -4.30511 0.353
C -0.00669 -4.35800 -4.04600 -1.414
C 3.51344 0.41100 2.75551 -0.772
H -1.91742 -1.69942 1.59972 -0.032
H 6.85519 2.54198 4.28385 0.293
H -7.11926 -5.73454 2.65759 0.448
H -1.00444 -0.76297 0.45999 -0.506
H -3.90988 2.22418 1.03493 0.594
H -4.08344 -2.58075 2.50711 0.224
H -1.65964 -0.52649 -5.52168 0.351
O 2.80531 3.97846 -1.21191 -0.948
O -7.86600 -6.00417 5.17908 -0.567
H 4.62025 -2.58075 -2.60259 0.483
H 5.55255 0.73921 3.08124 0.192
O -4.10283 -2.41399 3.46854 -0.441
H 2.71036 -3.11458 -1.52261 0.807
H 2.50840 2.68409 0.99665 0.260
H 4.31349 -0.44268 -3.51841 0.385
H 4.90164 1.69391 1.76243 0.468
C -6.33073 -4.24966 5.71472 1.073
C -0.84017 -3.12854 -3.75046 0.231
F -8.90960 -4.03533 -4.66509 -0.744
H 1.19654 1.72600 0.33741 0.051
C 1.45217 2.48203 1.07530 -0.205
C -1.59916 -1.03024 -4.57043 -0.956
H -3.55684 0.34913 -2.68339 0.442
H -1.93221 4.91260 0.47798 0.367
C -2.16293 1.96932 -0.17349 0.546
O -6.67776 -4.34961 6.87421 -0.608
C -3.42384 0.25053 -1.61858 -0.631
H -0.52812 -2.74556 -2.78382 0.060
C -5.32376 -3.30689 5.25522 -0.832
H 1.25603 2.14054 2.08242 0.359
B -0.48121 3.69375 0.52979 0.307
H 6.08736 -0.98783 1.75833 0.569
H -1.86942 -3.43542 -3.61601 0.385
C -1.11467 -0.98702 1.51536 -0.073
```

Output
LUMO energy, Ha: -0.1464
Gap between HOMO and LUMO, eV: 1.421
2S+1: 1
Highest occupied orbital energy, eV: -5.405

no.,electronic energy (Ha)
1,-2463.73416
2,-716.82308
3,-7317.59183